2 unconnected molecules or ions with the total composition CH3BrO in a non-equilibrium geometry, computed with the ωB97M-V functional and the def2-TZVPD basis.

```
6
Properties=species:S:1:pos:R:3:mulliken_charge:R:1
C -1.02 0.55 0.68 -0.24
O 1.44 -1.13 -0.61 -0.63
Br -1.89 2.04 1.03 0.06
H -0.30 0.67 -0.12 0.15
H 0.70 -1.45 -1.11 0.33
H 1.06 -0.67 0.13 0.34
```

Results
Spin multiplicity: 1
Relative energy (zero: lowest compared OMol25 entry of this formula, charge and spin) in kcal/mol: 82.9
Max |F| in eV Å⁻¹: 2.10
Frontier orbital gap (alpha / beta) in eV: 7.870 / 7.865
Net charge: 0

=====

A single C4H4O molecule in a non-equilibrium geometry, computed with the ωB97M-V functional and the def2-TZVPD basis.

```
9
Properties=species:S:1:pos:R:3:mulliken_charge:R:1
O 2.02 -0.38 -0.52 -0.49
C 0.71 -0.06 -0.26 0.43
C -0.17 0.94 0.35 -0.53
C -0.57 -0.54 0.38 -0.56
C -0.54 0.31 -0.92 -0.61
H 1.91 -1.10 -1.17 0.34
H -0.36 1.63 1.07 0.51
H -0.92 -1.40 0.84 0.49
H -0.91 0.61 -1.88 0.43
```

Results
Spin multiplicity: 1
SMILES: O[C@]12[C@@H]3[C@H]1[C@@H]32
Relative energy (zero: lowest compared OMol25 entry of this formula, charge and spin) in kcal/mol: 117.2
Max |F| in eV Å⁻¹: 4.18
Frontier orbital gap in eV: 9.447
Net charge: 0

=====

A molecular structure, C10H14N2PPm in a non-equilibrium geometry, computed with the ωB97M-V functional and the def2-TZVPD basis.

```
28
Properties=species:S:1:pos:R:3:mulliken_spin:R:1
C 0.08 -1.02 -1.81 -0.07
C 1.20 -1.76 -2.11 0.01
C 2.25 -2.21 -1.27 -0.04
C 2.31 -2.03 0.14 0.02
C 1.40 -1.40 0.95 -0.07
Pm 0.53 0.40 -0.07 4.13
P -2.31 0.87 -0.69 0.01
H -0.64 -0.85 -2.63 0.00
H 1.34 -2.11 -3.15 0.00
H 3.05 -2.80 -1.74 0.00
H 1.55 -1.42 2.04 0.00
H 3.22 -2.49 0.56 0.00
H -3.40 0.54 0.18 0.00
H -2.98 0.41 -1.86 0.00
H -2.73 2.24 -0.87 0.00
N -0.38 3.80 5.45 0.00
C -0.33 2.96 4.38 0.00
C -1.47 2.77 3.57 0.00
C -1.38 1.95 2.46 -0.01
N -0.22 1.34 2.10 0.01
C 0.87 1.46 2.92 0.00
C 0.85 2.26 4.05 0.00
H -1.22 4.31 5.68 0.00
H 0.42 3.97 6.04 0.00
H -2.39 3.30 3.80 0.00
H -2.23 1.78 1.80 0.00
H 1.75 0.88 2.62 0.00
H 1.74 2.38 4.67 0.00
```

Results
Spin multiplicity: 5
Max |F| in eV Å⁻¹: 2.48
Frontier orbital gap (alpha / beta) in eV: 4.697 / 4.801
Net charge: 0

=====

A molecular structure, C54H44MnN5O4P2 in a non-equilibrium geometry, computed with the ωB97M-V functional and the def2-TZVPD basis.

```
110
Properties=species:S:1:pos:R:3:mulliken_spin:R:1
Mn -0.05 -0.04 -0.26 4.02
C -0.12 3.55 -0.16 0.00
O -0.29 2.26 0.42 0.01
C -0.42 2.21 1.79 -0.01
C -0.11 3.26 2.64 0.00
C -0.31 3.12 4.00 0.00
C -0.81 1.94 4.52 0.00
C -1.09 0.88 3.68 -0.02
C -0.90 1.00 2.30 0.03
N -1.13 -0.06 1.39 -0.03
N -1.85 -1.01 1.85 0.01
C -2.20 -2.11 1.20 0.05
C -1.77 -2.37 -0.15 0.02
O -0.96 -1.57 -0.74 0.00
C -2.25 -3.52 -0.81 0.00
C -3.05 -4.41 -0.17 0.01
C -3.46 -4.23 1.19 0.00
C -4.25 -5.19 1.85 0.00
C -4.60 -5.01 3.16 0.00
C -4.20 -3.86 3.84 0.00
C -3.44 -2.90 3.21 0.00
C -3.04 -3.07 1.88 -0.01
H -0.83 4.26 0.27 0.00
H -0.33 3.44 -1.22 0.00
H 0.89 3.92 -0.01 0.00
H 0.29 4.19 2.25 0.00
H -0.05 3.94 4.66 0.00
H -0.98 1.84 5.59 0.00
H -1.46 -0.06 4.07 0.00
H -1.94 -3.68 -1.84 0.00
H -3.38 -5.30 -0.68 0.00
H -4.57 -6.07 1.30 0.00
H -5.19 -5.76 3.67 0.00
H -4.47 -3.73 4.88 0.00
H -3.15 -2.00 3.74 0.00
O 1.68 0.55 1.05 -0.07
P 3.18 0.61 1.04 0.00
C 3.84 0.77 -0.68 0.00
P 3.00 -0.57 -1.64 -0.01
O 1.90 -1.21 -0.86 0.04
C 2.13 0.26 -3.00 -0.03
C 2.65 1.29 -4.02 0.00
C 2.87 0.79 -5.41 0.00
C 2.00 -0.08 -5.92 0.00
C 0.86 -0.56 -5.09 0.00
C 1.15 -0.78 -3.59 0.02
C 4.22 -1.74 -2.22 0.00
C 3.85 -3.09 -2.27 0.00
C 4.72 -4.01 -2.84 0.00
C 5.93 -3.59 -3.36 0.00
C 6.30 -2.26 -3.30 0.00
C 5.45 -1.33 -2.73 0.00
C 3.70 2.02 2.03 0.00
C 3.20 2.03 3.33 0.00
C 3.49 3.08 4.18 0.00
C 4.28 4.13 3.73 0.00
C 4.78 4.13 2.43 0.00
C 4.49 3.07 1.58 0.00
C 4.04 -0.87 1.60 0.00
C 5.43 -0.80 1.75 0.00
C 6.15 -1.96 2.00 0.00
C 5.48 -3.17 2.10 0.00
C 4.10 -3.23 2.00 0.00
C 3.37 -2.08 1.75 0.00
H 4.92 0.62 -0.69 0.00
H 3.61 1.75 -1.10 0.00
H 3.52 1.84 -3.64 0.00
H 3.72 1.15 -5.97 0.00
H 2.11 -0.46 -6.93 0.00
H 0.38 -1.43 -5.53 0.00
H 1.37 -1.80 -3.29 0.00
H 2.91 -3.40 -1.84 0.00
H 4.44 -5.05 -2.88 0.00
H 6.60 -4.31 -3.82 0.00
H 7.26 -1.94 -3.69 0.00
H 5.74 -0.28 -2.69 0.00
H 2.58 1.21 3.67 0.00
H 3.10 3.09 5.19 0.00
H 4.52 4.95 4.39 0.00
H 5.39 4.95 2.08 0.00
H 4.88 3.07 0.56 0.00
H 5.93 0.16 1.68 0.00
H 7.22 -1.91 2.11 0.00
H 6.05 -4.08 2.29 0.00
H 3.59 -4.18 2.11 0.00
H 2.30 -2.11 1.65 0.00
N 0.66 3.78 -6.19 0.00
C 0.21 4.12 -7.42 0.00
C 0.58 5.13 -8.32 0.00
C -0.06 5.13 -9.53 0.00
C -1.07 4.18 -9.86 0.00
C -1.44 3.19 -8.99 0.00
C -0.77 3.14 -7.75 0.00
N -0.88 2.24 -6.77 0.00
C 0.00 2.62 -5.82 0.00
C 0.28 1.83 -4.72 0.00
C -0.28 0.48 -4.66 0.00
C -0.24 -0.17 -3.23 0.00
N -0.10 0.74 -2.12 -0.02
C 1.16 1.34 -2.40 0.00
C 1.33 2.15 -3.74 0.01
H 1.36 4.27 -5.67 0.00
H 1.33 5.87 -8.08 0.00
H 0.21 5.87 -10.27 0.00
H -1.54 4.25 -10.83 0.00
H -2.21 2.47 -9.23 0.00
H -1.20 0.40 -5.22 0.00
H -1.06 -0.88 -3.09 -0.01
H 1.54 1.92 -1.56 -0.03
H 1.50 3.22 -3.63 0.00
```

Results
Spin multiplicity: 5
Relative energy (zero: lowest compared OMol25 entry of this formula, charge and spin) in kcal/mol: 80.8
Max |F| in eV Å⁻¹: 1.42
Frontier orbital gap (alpha / beta) in eV: 4.833 / 4.966
Net charge: +2